71
Properties=species:S:1:pos:R:3:lowdin_charge:R:1 method="wB97M-V/def2-TZVPD" e_lumo_ev=0.18 charge=0 energy_ha=-2801.37553 homo_energy_ev=-8.9556 smiles="O=C(O)N(CCSc1nnco1)P(O)O.Fc1ccccc1.Fc1ccccc1.Fc1ccccc1.Fc1ccccc1" gap_ev=9.1
O 2.487 -0.231 1.842 0.11
C 1.690 -0.831 2.497 -0.62
O 1.083 -0.230 3.539 0.09
N 1.344 -2.163 2.239 -0.16
C 2.123 -2.736 1.131 -0.27
C 1.699 -2.312 -0.287 -0.44
S 3.017 -1.339 -1.109 1.00
C 2.043 -0.664 -2.384 -0.70
N 1.844 0.575 -2.701 0.06
N 0.981 0.558 -3.792 0.04
C 0.722 -0.683 -4.037 -0.17
O 1.367 -1.529 -3.192 0.02
P -0.360 -2.581 2.095 0.85
O -0.199 -4.166 2.458 -0.24
O -0.992 -1.999 3.461 -0.26
H 0.927 -0.862 4.249 0.11
H 3.179 -2.536 1.294 0.11
H 2.012 -3.816 1.205 0.10
H 1.547 -3.196 -0.899 0.07
H 0.799 -1.706 -0.298 0.06
H 0.081 -1.105 -4.789 0.13
H -0.912 -4.637 2.009 0.06
H -0.673 -2.445 4.264 0.04
F 6.859 1.945 -6.983 0.05
C 5.584 1.518 -7.094 -0.29
C 4.826 1.371 -5.950 -0.01
C 3.515 0.935 -6.070 -0.08
C 2.987 0.649 -7.322 -0.09
C 3.770 0.802 -8.458 -0.09
C 5.080 1.244 -8.350 -0.02
H 5.260 1.595 -4.984 0.12
H 2.904 0.820 -5.188 0.07
H 1.963 0.309 -7.411 0.10
H 3.360 0.577 -9.434 0.10
H 5.707 1.377 -9.221 0.12
F -0.715 -2.647 6.706 0.04
C -1.894 -3.263 6.981 -0.27
C -2.265 -3.459 8.294 -0.01
C -3.474 -4.093 8.547 -0.08
C -4.277 -4.521 7.498 -0.09
C -3.876 -4.311 6.186 -0.07
C -2.674 -3.671 5.924 -0.02
H -1.621 -3.124 9.095 0.12
H -3.788 -4.252 9.570 0.11
H -5.216 -5.016 7.704 0.10
H -4.498 -4.644 5.366 0.11
H -2.339 -3.496 4.913 0.09
F -1.443 4.505 0.026 0.04
C -0.506 4.277 0.978 -0.28
C 0.139 5.348 1.558 -0.02
C 1.103 5.094 2.524 -0.08
C 1.407 3.788 2.886 -0.08
C 0.740 2.727 2.288 -0.06
C -0.229 2.973 1.327 0.00
H -0.106 6.357 1.253 0.12
H 1.620 5.920 2.993 0.10
H 2.163 3.595 3.635 0.10
H 0.970 1.706 2.560 0.07
H -0.766 2.163 0.848 0.11
F -3.174 -0.464 -2.389 0.04
C -3.509 0.839 -2.527 -0.29
C -4.711 1.158 -3.126 -0.03
C -5.049 2.496 -3.264 -0.09
C -4.187 3.487 -2.811 -0.09
C -2.983 3.140 -2.212 -0.07
C -2.639 1.804 -2.065 -0.01
H -5.363 0.369 -3.477 0.11
H -5.989 2.765 -3.727 0.10
H -4.455 4.529 -2.923 0.10
H -2.308 3.903 -1.869 0.09
H -1.707 1.511 -1.600 0.11